*one*
C2H6O2 in the gas phase, computed with ωB97M-V/def2-TZVPD.

Geometry as XYZ:
```
10
Properties=species:S:1:pos:R:3
O -0.91986 1.15753 0.12219
C -0.72964 -0.23994 -0.08068
C 0.70503 -0.56220 0.31358
O 1.59470 0.31342 -0.33546
H -1.31042 1.53151 -0.67356
H -1.43963 -0.80829 0.53552
H -0.89349 -0.50644 -1.13225
H 0.80766 -0.49644 1.40851
H 0.96203 -1.58253 0.01126
H 1.22363 1.19339 -0.16912
```

- lowest unoccupied orbital energy (eV) = 0.8
- HOMO-LUMO gap (eV) = 11.060
- SMILES = OCCO
- highest occupied orbital energy (Eh) = -0.376

*two*
C2H6O2 in the gas phase, computed with ωB97M-V/def2-TZVPD.

Geometry as XYZ:
```
10
Properties=species:S:1:pos:R:3
C 0.64222 0.40178 -0.35799
C -0.84143 0.30530 0.14321
H 1.19484 1.34659 0.14668
H 0.29055 0.50257 -1.42991
H -0.85107 0.42985 1.35942
H -1.40003 1.22687 -0.27184
H -0.72958 -1.52842 -0.22226
H 1.69240 -0.93992 0.94994
O -1.37191 -0.92068 -0.22449
O 1.37403 -0.82395 -0.09276
```

- lowest unoccupied orbital energy (eV) = 0.7
- HOMO-LUMO gap (eV) = 10.701
- SMILES = OCCO
- highest occupied orbital energy (Eh) = -0.368

*three*
A molecular structure, C2H6O2, computed with ωB97M-V/def2-TZVPD.

Geometry as XYZ:
```
10
Properties=species:S:1:pos:R:3
O -1.32541 1.30831 -0.31019
C -0.83136 0.01537 -0.09856
C 0.84083 -1.01077 0.38137
O 0.84626 0.43182 -0.23122
H -1.05160 1.60039 -1.19136
H -1.27013 -0.29375 0.84205
H -1.00278 -0.65307 -0.93431
H 1.30405 -0.89817 1.37031
H 1.53414 -1.55574 -0.26910
H 1.03100 1.08587 0.46021
```

- lowest unoccupied orbital energy (eV) = 0.7
- HOMO-LUMO gap (eV) = 7.928
- highest occupied orbital energy (Eh) = -0.265

*four*
2 unconnected molecules or ions with the total composition C2H6O2, computed with ωB97M-V/def2-TZVPD.

Geometry as XYZ:
```
10
Properties=species:S:1:pos:R:3
C -1.40879 2.26218 -1.47042
H -2.03171 2.75454 -0.73699
H -0.41123 2.56356 -1.11443
H -1.49318 2.75335 -2.53207
H -1.74497 1.12396 -1.72129
O 0.46969 -3.48918 1.70304
C 1.03446 -2.49607 1.34166
O 2.31839 -2.38745 1.79127
H 0.73293 -1.66543 0.69792
H 2.53440 -1.41947 2.04131
```

- lowest unoccupied orbital energy (eV) = 0.4
- HOMO-LUMO gap (eV) = 11.395
- SMILES = O=CO.C
- highest occupied orbital energy (Eh) = -0.403

Ordering by calculated energy gives the sequence *one*, *four*, *two*, *three*, with the first entry being the most stable.